# C64H147N21O20

A 21-piece molecular cluster, C64H147N21O20 overall in a non-equilibrium geometry (wB97M-V/def2-TZVPD, the OMol25 dataset).

Properties
E_HOMO	-6.951	eV
HOMO-LUMO gap	6.90	eV
lowest unoccupied orbital energy	-0.0018	hartree

Each atom is followed by the atoms it is bonded to, with distances in Å.
CARTESIAN COORDINATES (ANGSTROEM)
1 C 14.35079 17.71307 22.37528  C2 1.504, H9 1.106, H10 1.081, H11 1.079
2 C 14.70358 16.32558 21.91478  C1 1.504, N3 1.460, H12 1.055, H13 1.099
3 N 15.31492 16.47497 20.59710  C2 1.460, C4 1.368, C7 1.325
4 C 16.47368 17.12669 20.27375  N3 1.368, C5 1.400, H14 1.068
5 C 16.52792 17.06693 18.87648  C4 1.400, N6 1.357, H15 1.041
6 N 15.44105 16.37993 18.44262  C5 1.357, C7 1.327, C8 1.488
7 C 14.73943 15.99948 19.50243  N3 1.325, N6 1.327, H16 1.084
8 C 15.03272 15.98986 17.06551  N6 1.488, H17 1.103, H18 1.125, H19 1.081
9 H 13.93900 17.77008 23.39970  C1 1.106
10 H 13.74100 18.28333 21.68910  C1 1.081
11 H 15.31318 18.17365 22.53809  C1 1.079
12 H 13.94119 15.59895 21.85542  C2 1.055
13 H 15.45834 15.95946 22.62519  C2 1.099
14 H 17.08438 17.47368 21.07788  C4 1.068
15 H 17.18335 17.44276 18.16078  C5 1.041
16 H 13.81083 15.43989 19.47856  C7 1.084
17 H 14.98009 14.88840 17.02476  C8 1.103
18 H 15.85931 16.36975 16.40304  C8 1.125
19 H 14.11246 16.47227 16.76889  C8 1.081
20 C 17.99699 17.33171 15.17183  O21 1.326, H22 1.137, H23 1.078, H24 1.129
21 O 18.07665 17.25985 16.49304  C20 1.326
22 H 18.13509 18.32585 14.63840  C20 1.137
23 H 18.55085 16.62009 14.58044  C20 1.078
24 H 16.95578 17.08067 14.81388  C20 1.129
25 C 13.62030 19.52191 16.71584  O26 1.236, N27 1.300, H30 1.136
26 O 12.75808 19.68586 15.84538  C25 1.236
27 N 13.74013 20.22708 17.80116  C25 1.300, C28 1.511, C29 1.452
28 C 14.91882 20.04494 18.72922  N27 1.511, H31 1.084, H32 1.066, H33 1.141
29 C 12.71711 21.16349 18.23220  N27 1.452, H34 1.086, H35 1.132, H36 1.038
30 H 14.46894 18.78247 16.56390  C25 1.136
31 H 15.62208 19.44695 18.16162  C28 1.084
32 H 14.58991 19.55483 19.61672  C28 1.066
33 H 15.45090 21.03874 18.90347  C28 1.141
34 H 12.15841 20.60946 18.98087  C29 1.086
35 H 13.22608 21.98679 18.81897  C29 1.132
36 H 12.12171 21.43356 17.42568  C29 1.038
37 C 17.06196 10.83524 20.79358  O38 1.236, N39 1.331, H42 1.141
38 O 17.21940 10.73252 19.57155  C37 1.236
39 N 16.57780 11.90954 21.41338  C37 1.331, C40 1.458, C41 1.421
40 C 16.21440 11.84025 22.82326  N39 1.458, H43 1.062, H44 1.104, H45 1.066
41 C 16.10869 12.97941 20.60482  N39 1.421, H46 1.110, H47 1.114, H48 1.098
42 H 17.35151 9.99944 21.51374  C37 1.141
43 H 16.65187 12.70651 23.25349  C40 1.062
44 H 16.65551 10.96264 23.32636  C40 1.104
45 H 15.15680 11.88805 22.94710  C40 1.066
46 H 16.22942 13.85106 21.28106  C41 1.110
47 H 16.64774 13.16298 19.64706  C41 1.114
48 H 15.05106 12.87224 20.32927  C41 1.098
49 C 16.03761 10.17398 26.27591  O50 1.200, N51 1.344, H54 1.170
50 O 17.00336 10.35873 25.58837  C49 1.200
51 N 16.15960 9.71035 27.53204  C49 1.344, C52 1.445, C53 1.449
52 C 17.48706 9.55706 28.08280  N51 1.445, H55 1.087, H56 1.074, H57 1.088
53 C 15.01409 9.39361 28.36008  N51 1.449, H58 1.074, H59 1.062, H60 1.106
54 H 14.90960 10.41070 26.07194  C49 1.170
55 H 17.95641 10.53550 28.15308  C52 1.087
56 H 17.93421 8.83598 27.42494  C52 1.074
57 H 17.34522 9.13110 29.07418  C52 1.088
58 H 14.08091 9.57312 27.85889  C53 1.074
59 H 14.92953 8.42914 28.79545  C53 1.062
60 H 15.10788 10.11545 29.19332  C53 1.106
61 C 14.22113 10.25821 19.71432  O62 1.254, N63 1.370, H66 1.076
62 O 13.71412 10.54077 20.82580  C61 1.254
63 N 13.78493 10.88623 18.57767  C61 1.370, C64 1.456, C65 1.478
64 C 14.70623 10.90448 17.45020  N63 1.456, H67 1.086, H68 1.076, H69 1.087
65 C 12.84092 12.00805 18.76395  N63 1.478, H70 1.091, H71 1.100, H72 1.041
66 H 14.95254 9.47446 19.62671  C61 1.076
67 H 15.49270 10.16978 17.59890  C64 1.086
68 H 15.15590 11.88109 17.40764  C64 1.076
69 H 14.13006 10.56241 16.59480  C64 1.087
70 H 12.73468 12.40578 17.75354  C65 1.091
71 H 11.85586 11.64997 19.09874  C65 1.100
72 H 13.27019 12.70611 19.40659  C65 1.041
73 C 9.99297 13.05547 16.11557  O74 1.222, N75 1.320, H78 1.116
74 O 9.94025 12.18558 15.25829  C73 1.222
75 N 9.69960 13.01755 17.40224  C73 1.320, C76 1.423, C77 1.474
76 C 10.00104 14.09552 18.28059  N75 1.423, H79 1.067, H80 1.087, H81 1.072
77 C 9.12097 11.78499 17.96731  N75 1.474, H82 1.103, H83 1.093, H84 1.102
78 H 10.28213 14.06293 15.73104  C73 1.116
79 H 10.49228 14.92624 17.82452  C76 1.067
80 H 10.55607 13.69744 19.12594  C76 1.087
81 H 9.08176 14.44620 18.70641  C76 1.072
82 H 8.03179 11.83463 18.13205  C77 1.103
83 H 9.30593 10.96656 17.26620  C77 1.093
84 H 9.68342 11.53737 18.88227  C77 1.102
85 C 17.77160 14.40935 17.25965  O86 1.240, N87 1.366, H90 1.101
86 O 16.87262 13.67916 17.70170  C85 1.240
87 N 19.05911 14.30166 17.70286  C85 1.366, C88 1.505, C89 1.476
88 C 20.20593 15.16459 17.24873  N87 1.505, H91 1.054, H92 1.122, H93 1.084
89 C 19.43876 13.30187 18.72058  N87 1.476, H94 1.058, H95 1.140, H96 1.084
90 H 17.63369 15.21038 16.51722  C85 1.101
91 H 20.79076 15.35325 18.10506  C88 1.054
92 H 19.83533 16.08409 16.72392  C88 1.122
93 H 20.88169 14.56474 16.64981  C88 1.084
94 H 20.39451 12.92463 18.46709  C89 1.058
95 H 19.58338 13.67917 19.78666  C89 1.140
96 H 18.79977 12.42771 18.77328  C89 1.084
97 C 13.49544 20.28832 12.45490  O98 1.243, N99 1.310, H102 1.071
98 O 14.42053 20.01982 11.66857  C97 1.243
99 N 12.23257 20.24077 12.10892  C97 1.310, C100 1.478, C101 1.507
100 C 11.08439 20.37926 13.02920  N99 1.478, H103 1.097, H104 1.140, H105 1.073
101 C 11.81626 19.99626 10.68176  N99 1.507, H106 1.087, H107 1.122, H108 1.072
102 H 13.58972 20.47848 13.50471  C97 1.071
103 H 10.32207 21.09132 12.68951  C100 1.097
104 H 11.36959 20.65994 14.09677  C100 1.140
105 H 10.61137 19.41659 13.02541  C100 1.073
106 H 12.64939 20.08240 9.98843  C101 1.087
107 H 11.38466 18.96182 10.62160  C101 1.122
108 H 11.12448 20.74474 10.34918  C101 1.072
109 C 15.26344 22.49275 16.25688  O110 1.218, N111 1.397, H114 1.152
110 O 14.98516 23.54980 16.79315  C109 1.218
111 N 15.93991 22.37696 15.04013  C109 1.397, C112 1.444, C113 1.461
112 C 16.35923 21.07776 14.56892  N111 1.444, H115 1.140, H116 1.062, H117 1.073
113 C 16.36262 23.61319 14.38643  N111 1.461, H118 1.131, H119 1.074, H120 1.104
114 H 14.95851 21.45645 16.65719  C109 1.152
115 H 17.47146 20.84446 14.65802  C112 1.140
116 H 16.09754 20.92898 13.55055  C112 1.062
117 H 15.89514 20.27767 15.11318  C112 1.073
118 H 15.47853 24.25690 14.09922  C113 1.131
119 H 17.02893 24.20134 14.98915  C113 1.074
120 H 16.89875 23.31590 13.46887  C113 1.104
121 C 19.81217 18.29972 19.59060  O122 1.243, N123 1.383, H126 1.098
122 O 20.01412 17.76803 20.69563  C121 1.243
123 N 20.24843 19.57300 19.27346  C121 1.383, C124 1.436, C125 1.399
124 C 19.72094 20.22928 18.10966  N123 1.436, H127 1.147, H128 1.067, H129 1.101
125 C 20.76319 20.39779 20.27953  N123 1.399, H130 1.068, H131 1.071, H132 1.038
126 H 19.27171 17.86934 18.73689  C121 1.098
127 H 20.58842 20.86022 17.70383  C124 1.147
128 H 18.96988 20.93768 18.37741  C124 1.067
129 H 19.25758 19.55200 17.37586  C124 1.101
130 H 19.96451 20.87961 20.79910  C125 1.068
131 H 21.29160 19.83792 21.02473  C125 1.071
132 H 21.50761 20.97056 19.83861  C125 1.038
133 C 10.37969 15.17617 11.33140  O134 1.236, N135 1.334, H138 1.097
134 O 11.08323 16.19091 11.27440  C133 1.236
135 N 9.43021 15.04762 12.25958  C133 1.334, C136 1.487, C137 1.433
136 C 8.51861 13.87291 12.24818  N135 1.487, H139 1.039, H140 1.089, H141 1.113
137 C 9.13525 16.11257 13.17234  N135 1.433, H142 1.093, H143 1.084, H144 1.100
138 H 10.69318 14.22239 10.88919  C133 1.097
139 H 8.48513 13.59604 13.24880  C136 1.039
140 H 8.97275 13.03956 11.71407  C136 1.089
141 H 7.51471 14.18722 11.88328  C136 1.113
142 H 8.11127 16.46208 13.01461  C137 1.093
143 H 9.23064 15.73663 14.18493  C137 1.084
144 H 9.82854 16.94234 12.97297  C137 1.100
145 C 18.58544 15.60571 23.31379  O146 1.223, N147 1.352, H150 1.049
146 O 17.40358 15.29114 23.32347  C145 1.223
147 N 19.61890 14.79812 22.98452  C145 1.352, C148 1.426, C149 1.479
148 C 20.96180 15.27705 23.02428  N147 1.426, H151 1.106, H152 1.050, H153 1.102
149 C 19.32634 13.39385 22.62462  N147 1.479, H154 1.075, H155 1.090, H156 1.079
150 H 18.87572 16.54283 23.68611  C145 1.049
151 H 21.51507 14.90363 23.90634  C148 1.106
152 H 20.98426 16.32247 23.11956  C148 1.050
153 H 21.58194 15.09382 22.13215  C148 1.102
154 H 20.01381 13.04655 21.87425  C149 1.075
155 H 19.29213 12.76086 23.51144  C149 1.090
156 H 18.31867 13.41277 22.23859  C149 1.079
157 C 11.28665 17.65403 18.17232  O158 1.241, N159 1.382, H162 1.068
158 O 12.29523 17.55075 18.88836  C157 1.241
159 N 10.03394 17.41020 18.70334  C157 1.382, C160 1.469, C161 1.450
160 C 8.84101 17.82438 17.95191  N159 1.469, H163 1.091, H164 1.058, H165 1.122
161 C 9.81822 17.14116 20.11171  N159 1.450, H166 1.113, H167 1.081, H168 1.081
162 H 11.32229 17.89759 17.13309  C157 1.068
163 H 9.03930 17.88009 16.88040  C160 1.091
164 H 8.40417 18.72736 18.28852  C160 1.058
165 H 8.01515 17.07005 18.03608  C160 1.122
166 H 10.79328 17.08777 20.64619  C161 1.113
167 H 9.29067 17.96848 20.56556  C161 1.081
168 H 9.28619 16.20497 20.20198  C161 1.081
169 C 9.58353 12.87711 22.74106  O170 1.236, N171 1.365, H174 1.108
170 O 9.18770 11.95954 22.01371  C169 1.236
171 N 10.89049 13.24392 22.88829  C169 1.365, C172 1.438, C173 1.424
172 C 11.15179 14.40764 23.69183  N171 1.438, H175 1.080, H176 1.067, H177 1.110
173 C 11.91804 12.37964 22.41318  N171 1.424, H178 1.073, H179 1.079, H180 1.060
174 H 8.86846 13.49089 23.32394  C169 1.108
175 H 11.55170 14.11246 24.65037  C172 1.080
176 H 10.32472 15.07242 23.80043  C172 1.067
177 H 12.02950 14.88897 23.21331  C172 1.110
178 H 12.78434 12.81749 21.95560  C173 1.073
179 H 12.28155 11.74493 23.20693  C173 1.079
180 H 11.49189 11.74552 21.67869  C173 1.060
181 C 11.97235 18.05083 25.76181  O182 1.185, N183 1.336, H186 1.106
182 O 13.14927 18.16614 25.68106  C181 1.185
183 N 11.02395 18.56335 24.97325  C181 1.336, C184 1.480, C185 1.444
184 C 9.61551 18.17011 25.19864  N183 1.480, H187 1.096, H188 1.053, H189 1.119
185 C 11.37117 19.59048 24.01914  N183 1.444, H190 1.076, H191 1.082, H192 1.095
186 H 11.58720 17.30589 26.48269  C181 1.106
187 H 9.62967 17.53943 26.09461  C184 1.096
188 H 9.17912 17.75159 24.33691  C184 1.053
189 H 8.95085 19.02751 25.47418  C184 1.119
190 H 12.43586 19.72781 24.09684  C185 1.076
191 H 11.03840 19.31220 23.02765  C185 1.082
192 H 10.98294 20.56370 24.33867  C185 1.095
193 C 18.63235 11.61162 13.24572  O194 1.202, N195 1.362, H198 1.138
194 O 17.67596 11.82860 12.55063  C193 1.202
195 N 18.58757 11.51336 14.60378  C193 1.362, C196 1.464, C197 1.505
196 C 19.83795 11.44142 15.36260  N195 1.464, H199 1.077, H200 1.099, H201 1.099
197 C 17.25454 11.66847 15.28593  N195 1.505, H202 1.079, H203 1.076, H204 1.101
198 H 19.67358 11.41562 12.83157  C193 1.138
199 H 19.83863 10.57006 15.99636  C196 1.077
200 H 19.88954 12.33510 16.00068  C196 1.099
201 H 20.70393 11.42515 14.68584  C196 1.099
202 H 16.44105 11.37976 14.63908  C197 1.079
203 H 17.26217 11.25625 16.27926  C197 1.076
204 H 17.05610 12.74482 15.40724  C197 1.101
205 C 13.60942 14.15020 27.12157  O206 1.232, N207 1.360, H210 1.074
206 O 12.89677 13.14684 27.07034  C205 1.232
207 N 14.33138 14.52824 26.03260  C205 1.360, C208 1.437, C209 1.484
208 C 15.27568 15.60948 26.08753  N207 1.437, H211 1.110, H212 1.102, H213 1.114
209 C 14.51880 13.54040 24.94173  N207 1.484, H214 1.084, H215 1.084, H216 1.116
210 H 13.64680 14.81957 27.96058  C205 1.074
211 H 16.34670 15.33603 26.18515  C208 1.110
212 H 15.01268 16.30412 26.90180  C208 1.102
213 H 15.36077 16.16068 25.12378  C208 1.114
214 H 13.64578 12.89892 24.96969  C209 1.084
215 H 14.58126 14.10906 24.02130  C209 1.084
216 H 15.44828 12.96484 25.16649  C209 1.116
217 C 11.89513 9.10164 25.75133  O218 1.226, N219 1.337, H222 1.101
218 O 12.74945 8.45390 26.34680  C217 1.226
219 N 11.13848 8.57322 24.78348  C217 1.337, C220 1.483, C221 1.496
220 C 10.21563 9.38323 23.95160  N219 1.483, H223 1.074, H224 1.091, H225 1.122
221 C 11.28644 7.11556 24.48228  N219 1.496, H226 1.131, H227 1.119, H228 1.132
222 H 11.73948 10.16544 25.98880  C217 1.101
223 H 10.34427 10.36869 24.35924  C220 1.074
224 H 9.23626 8.90408 24.00169  C220 1.091
225 H 10.58203 9.48429 22.89544  C220 1.122
226 H 11.87646 6.74416 25.37311  C221 1.131
227 H 10.30253 6.58323 24.48857  C221 1.119
228 H 11.83598 6.98426 23.50176  C221 1.132
229 C 15.02202 20.74868 24.47319  O230 1.221, N231 1.388, H234 1.095
230 O 14.86345 21.67771 23.69739  C229 1.221
231 N 16.14129 19.94142 24.62493  C229 1.388, C232 1.490, C233 1.487
232 C 16.40075 18.93313 25.69109  N231 1.490, H235 1.035, H236 1.074, H237 1.106
233 C 17.33207 20.33841 23.82851  N231 1.487, H238 1.100, H239 1.038, H240 1.073
234 H 14.15413 20.46656 25.07917  C229 1.095
235 H 16.47874 17.99224 25.26805  C232 1.035
236 H 15.56502 18.88526 26.36345  C232 1.074
237 H 17.33076 19.29832 26.16465  C232 1.106
238 H 17.81092 19.44018 23.41097  C233 1.100
239 H 17.08498 21.02515 23.09064  C233 1.038
240 H 17.93523 20.87736 24.53350  C233 1.073
241 C 13.05848 15.11501 14.85338  O242 1.221, N243 1.374, H246 1.072
242 O 12.25903 15.45044 15.71271  C241 1.221
243 N 13.70477 16.01597 14.04164  C241 1.374, C244 1.444, C245 1.392
244 C 14.37247 15.61394 12.82607  N243 1.444, H247 1.102, H248 1.087, H249 1.098
245 C 13.32233 17.35409 14.08537  N243 1.392, H250 1.084, H251 1.115, H252 1.128
246 H 13.33472 14.09481 14.67534  C241 1.072
247 H 13.74476 15.61130 11.92059  C244 1.102
248 H 14.73620 14.62899 13.10581  C244 1.087
249 H 15.18323 16.32433 12.61977  C244 1.098
250 H 13.10458 17.61540 15.11510  C245 1.084
251 H 14.17638 17.99102 13.75798  C245 1.115
252 H 12.41518 17.65801 13.48693  C245 1.128